Density functional theory data (wB97M-V/def2-TZVPD) for 2 unconnected molecules or ions with the total composition C5H8O.

Geometry as XYZ:
```
14
Properties=species:S:1:pos:R:3
C 0.1057 -2.0793 0.0764
C 0.9359 -1.1371 0.5236
C 1.1863 0.1566 -0.1295
C 0.3384 0.9339 -0.8214
C -1.1183 0.7478 -0.9996
O -1.8855 0.2974 -0.1762
H -0.5063 -1.9332 -0.8128
H -0.0089 -3.0289 0.6006
H 1.5224 -1.3456 1.4184
H 2.2108 0.5213 -0.0470
H 0.7456 1.8089 -1.3220
H -1.5029 1.1022 -1.9798
H -1.1580 1.6786 1.6676
H -0.8651 2.2773 2.0018
```

total charge = 0
Kohn-Sham gap = 9.18 eV
structure (SMILES) = C=C/C=C\C=O.[H][H]
LUMO level = -0.1 eV

Density functional theory data (wB97M-V/def2-TZVPD) for 2 unconnected molecules or ions with the total composition C7H14O in a non-equilibrium geometry.

Geometry as XYZ:
```
22
Properties=species:S:1:pos:R:3
C 0.7034 1.9679 -1.3463
C 0.3780 1.6698 -0.1005
C -0.7727 2.2780 0.6336
C 1.1951 0.6238 0.6488
C 0.7812 -0.7555 0.2186
C 1.6311 -1.6239 -0.3204
C 1.2270 -2.9709 -0.8867
H 0.1651 2.6728 -1.9820
H 1.4481 1.4405 -1.9377
H -1.5594 2.6685 -0.0063
H -1.1722 1.6165 1.3989
H -0.4026 3.1552 1.1764
H 1.0021 0.7584 1.7178
H 2.2691 0.7549 0.5183
H -0.2245 -1.0875 0.4771
H 2.6281 -1.2495 -0.5315
H 0.2679 -2.9238 -1.4014
H 1.1987 -3.7245 -0.0978
H 1.9825 -3.2575 -1.6148
O -4.1047 -0.4935 0.8145
H -3.7301 -0.5059 1.7007
H -4.9111 -1.0136 0.9205
```

total charge = 0
Kohn-Sham gap = 9.55 eV
structure (SMILES) = C=C(C)C/C=C/C.O
LUMO level = 0.7 eV

Energy relative to the best compared isomer or geometry (same formula, charge and spin) per entry: 269.5; 155.7 kJ/mol